1.
57
Properties=species:S:1:pos:R:3:nbo_charge:R:1 method="wB97M-V/def2-TZVPD" gap_ev=6.182 e_homo_ev=-10.64 lumo_energy_ev=-4.5 de_lowest_kcal_mol=29.4 charge=+1
Au 0.11 0.45 -0.17 1.258
F 4.75 2.94 0.39 -0.294
C 3.50 2.79 0.81 0.451
C 2.70 1.83 0.20 -0.330
C 1.41 1.71 0.64 -0.066
C 0.88 2.48 1.69 -0.181
C 1.74 3.40 2.27 0.451
F 1.32 4.15 3.29 -0.306
C 3.04 3.58 1.84 -0.345
C -0.51 2.19 2.11 0.214
C -1.28 2.92 3.00 -0.227
C -2.54 2.45 3.34 -0.109
C -3.02 1.27 2.79 -0.251
C -2.23 0.61 1.87 0.082
N -1.01 1.07 1.54 -0.486
H 3.12 1.22 -0.59 0.254
H 3.67 4.33 2.31 0.265
H -0.91 3.84 3.42 0.256
H -3.14 3.01 4.05 0.239
H -3.99 0.87 3.06 0.244
H -2.56 -0.29 1.37 0.244
O 0.44 -0.38 -2.22 -0.585
N 1.63 -0.88 -2.48 -0.005
C 2.21 -0.56 -3.67 0.020
C 3.43 -1.07 -4.01 -0.255
C 4.09 -1.94 -3.11 -0.153
C 3.51 -2.24 -1.92 -0.231
C 2.25 -1.69 -1.55 0.002
S 1.52 -1.92 -0.05 -0.231
H 1.63 0.09 -4.30 0.241
H 3.86 -0.80 -4.96 0.243
H 5.05 -2.35 -3.37 0.237
H 3.99 -2.88 -1.20 0.247
O -1.86 -0.76 -0.70 -1.028
S -1.84 -2.30 -0.84 1.269
C -3.26 -2.84 0.07 -0.193
C -3.18 -4.02 0.79 -0.230
C -4.27 -4.43 1.54 -0.187
C -5.42 -3.65 1.58 -0.183
C -5.48 -2.45 0.86 -0.203
C -4.40 -2.04 0.10 -0.227
C -2.37 -2.63 -2.49 -0.188
C -2.82 -1.60 -3.30 -0.232
C -3.20 -1.90 -4.60 -0.185
C -3.11 -3.21 -5.07 -0.189
C -2.65 -4.23 -4.25 -0.195
C -2.26 -3.94 -2.95 -0.233
H -2.27 -4.62 0.75 0.233
H -4.23 -5.35 2.11 0.231
H -6.26 -3.96 2.19 0.230
H -6.38 -1.85 0.90 0.228
H -4.43 -1.11 -0.46 0.237
H -2.87 -0.59 -2.91 0.244
H -3.57 -1.12 -5.25 0.226
H -3.39 -3.43 -6.10 0.228
H -2.58 -5.24 -4.63 0.229
H -1.90 -4.73 -2.29 0.226



2.
90
Properties=species:S:1:pos:R:3:lowdin_charge:R:1 method="wB97M-V/def2-TZVPD" gap_ev="6.743 / 5.429" e_homo_ev="-7.44 / -7.43" lumo_energy_ev="-0.7 / -2.0" spin_multiplicity=2 de_lowest_kcal_mol=0.0
Ir 0.57 0.92 -0.20 1.149
N -6.28 -2.81 0.35 0.105
C -5.68 -1.88 -0.47 -0.325
C -4.73 -2.28 -1.42 -0.032
C -4.17 -1.35 -2.27 -0.049
C -4.53 -0.01 -2.18 -0.301
C -5.48 0.39 -1.26 -0.073
C -6.06 -0.53 -0.41 -0.024
S -3.75 1.17 -3.22 0.650
O -3.38 0.53 -4.45 -0.295
O -4.54 2.37 -3.24 -0.287
N -2.27 1.51 -2.48 0.030
C -2.28 1.92 -1.28 -0.466
N -3.45 2.07 -0.57 -0.036
C -3.93 3.34 -0.36 -0.241
C -3.16 4.42 -0.12 -0.048
C -1.69 4.30 0.05 -0.197
N -0.99 2.36 -0.70 -0.084
H -5.79 -3.68 0.48 0.090
H -6.71 -2.46 1.19 0.089
H -4.45 -3.32 -1.50 0.112
H -3.45 -1.66 -3.02 0.115
H -5.77 1.43 -1.21 0.098
H -6.81 -0.22 0.30 0.111
H -5.01 3.42 -0.34 0.116
H -3.63 5.39 0.03 0.109
H -1.27 5.18 0.54 0.149
O 3.82 1.25 5.03 0.214
C 2.78 1.25 4.53 -0.411
O 1.73 1.26 4.03 0.196
C 3.27 1.92 0.58 -0.426
O 3.91 1.94 1.54 0.243
O 2.68 1.96 -0.43 0.088
C 0.82 -5.56 1.78 -0.055
C 1.15 -4.11 1.55 -0.259
C 2.14 -3.46 2.28 0.031
C 2.47 -2.12 2.07 -0.070
C 3.62 -1.56 2.84 -0.292
O 3.69 -1.71 4.04 0.099
C 4.71 -0.85 2.10 -0.145
C 5.68 -0.17 2.84 -0.027
C 6.70 0.51 2.20 -0.071
C 6.78 0.49 0.81 -0.080
C 5.83 -0.20 0.07 -0.073
C 4.80 -0.87 0.71 -0.028
C 1.75 -1.38 1.13 -0.306
O 1.95 -0.10 0.91 -0.224
C 0.76 -2.03 0.38 -0.164
C 0.48 -3.37 0.57 0.003
C 0.10 -1.15 -0.63 -0.311
N -1.01 -0.44 -0.28 -0.069
C -1.74 -0.82 0.93 -0.296
C -1.53 0.10 2.13 -0.435
Te -2.63 1.92 1.93 1.611
C -1.23 2.96 0.68 -0.587
C 0.08 3.08 1.42 -0.150
C 1.10 3.87 1.05 -0.095
C 1.30 4.51 -0.25 -0.087
C 0.47 4.42 -1.28 -0.024
C -0.89 3.84 -1.21 -0.153
C 0.51 -1.38 -2.05 -0.164
C 1.53 -2.30 -2.34 -0.028
C 1.93 -2.53 -3.64 -0.083
C 1.33 -1.86 -4.69 -0.089
C 0.33 -0.93 -4.42 -0.064
C -0.07 -0.69 -3.11 -0.038
H 1.43 -5.97 2.58 0.073
H 1.01 -6.16 0.88 0.079
H -0.23 -5.69 2.05 0.077
H 2.69 -4.01 3.03 0.126
H 5.59 -0.17 3.92 0.109
H 7.44 1.04 2.78 0.106
H 7.58 1.02 0.31 0.103
H 5.90 -0.22 -1.01 0.108
H 4.07 -1.41 0.13 0.118
H -0.27 -3.84 -0.06 0.138
H -1.48 -1.83 1.24 0.108
H -2.80 -0.82 0.67 0.089
H -0.47 0.32 2.30 0.033
H -1.95 -0.35 3.03 0.052
H 0.15 2.60 2.39 0.069
H 1.92 3.95 1.75 0.112
H 2.25 5.01 -0.39 0.114
H 0.76 4.85 -2.24 0.116
H -1.41 3.94 -2.16 0.151
H 2.02 -2.84 -1.53 0.109
H 2.72 -3.25 -3.84 0.101
H 1.63 -2.04 -5.71 0.100
H -0.15 -0.38 -5.22 0.108
H -0.81 0.06 -2.90 0.059



3.
22
Properties=species:S:1:pos:R:3:nbo_charge:R:1 method="wB97M-V/def2-TZVPD" gap_ev=9.356 e_homo_ev=-12.83 lumo_energy_ev=-3.5 de_lowest_kcal_mol=34.2 charge=+1
C -1.64 -1.13 -0.42 -0.235
C -2.01 -0.83 -1.86 -0.547
S -3.57 -1.72 -2.19 0.006
N -0.31 -0.52 -0.08 -0.683
H -1.54 -2.21 -0.30 0.237
H -2.37 -0.75 0.30 0.237
H -1.23 -1.19 -2.53 0.227
H -2.17 0.24 -2.01 0.227
H -3.50 -1.61 -3.52 0.154
H -0.08 -0.58 0.92 0.465
H -0.26 0.47 -0.34 0.450
H 0.45 -0.98 -0.59 0.437
C 1.67 -0.17 2.61 -0.404
C 1.60 1.00 1.97 -0.237
C 2.12 1.21 0.62 -0.266
C 1.88 2.30 -0.11 -0.357
H 2.21 -1.00 2.16 0.200
H 1.29 -0.32 3.61 0.230
H 1.17 1.87 2.45 0.225
H 2.66 0.38 0.17 0.203
H 2.31 2.40 -1.10 0.221
H 1.30 3.14 0.27 0.210



4.
21
Properties=species:S:1:pos:R:3:nbo_charge:R:1 method="wB97M-V/def2-TZVPD" gap_ev="5.529 / 8.486" e_homo_ev="-8.36 / -9.55" lumo_energy_ev="-2.8 / -1.1" de_lowest_kcal_mol=117.5
C 1.99 -0.96 0.75 -0.274
C 1.80 0.37 0.33 -0.131
C -2.14 0.03 1.21 0.341
C -1.47 -1.07 -0.88 0.319
C -0.83 2.36 -0.15 0.534
C 1.78 -2.14 0.03 -0.312
C 0.98 0.86 -0.80 -0.302
C -1.31 -0.05 0.03 0.052
N -0.48 1.07 -0.26 -0.394
O -2.85 -0.92 1.49 -0.476
O -1.02 -1.25 -1.99 -0.509
O -0.09 3.31 -0.20 -0.561
H 2.25 -0.93 1.76 0.212
H 2.11 1.14 1.04 0.202
H -2.17 1.07 1.63 0.132
H -2.20 -1.89 -0.46 0.148
H -1.97 2.30 -0.14 0.112
H 1.52 -2.20 -0.98 0.198
H 2.06 -3.16 0.47 0.204
H 1.26 1.86 -1.13 0.255
H 0.79 0.19 -1.73 0.252



5.
98
Properties=species:S:1:pos:R:3:lowdin_charge:R:1 method="wB97M-V/def2-TZVPD" gap_ev=9.788 e_homo_ev=-10.25 lumo_energy_ev=-0.5
K 12.77 19.23 -21.53 0.790
K 11.20 22.30 -20.74 0.803
N 10.56 19.83 -19.60 -0.369
S 9.42 18.80 -19.96 0.429
O 8.25 18.79 -19.15 -0.253
O 9.86 17.54 -20.49 -0.266
F 8.99 19.58 -21.30 -0.200
S 11.25 18.84 -18.38 0.553
O 12.28 17.92 -18.85 -0.310
O 10.36 18.37 -17.36 -0.238
F 12.06 19.93 -17.56 -0.174
N 12.17 21.30 -23.21 -0.418
S 12.82 22.22 -24.31 0.437
O 12.09 23.37 -24.79 -0.262
O 13.65 21.52 -25.24 -0.265
F 13.92 22.83 -23.31 -0.209
S 10.73 21.03 -24.13 0.539
O 10.87 20.62 -25.50 -0.226
O 9.70 21.90 -23.63 -0.274
F 10.42 19.66 -23.42 -0.201
C 15.71 20.23 -16.27 -0.056
C 15.76 20.87 -17.65 -0.246
O 15.35 22.23 -17.55 -0.172
P 14.00 22.74 -18.25 0.418
O 13.68 22.03 -19.49 -0.283
O 13.00 22.55 -17.01 -0.175
C 11.62 22.93 -16.98 -0.260
C 11.39 24.40 -16.65 -0.054
O 14.23 24.30 -18.42 -0.162
C 15.42 24.72 -19.09 -0.246
C 15.13 25.01 -20.57 -0.057
H 16.14 20.93 -15.56 0.081
H 14.68 20.12 -15.92 0.076
H 16.29 19.32 -16.15 0.076
H 16.81 20.90 -17.98 0.121
H 15.16 20.30 -18.36 0.097
H 11.14 22.63 -17.91 0.088
H 11.27 22.30 -16.16 0.130
H 12.09 24.70 -15.88 0.090
H 11.58 25.02 -17.53 0.073
H 10.35 24.47 -16.34 0.084
H 15.74 25.67 -18.65 0.120
H 16.25 24.02 -19.07 0.116
H 14.48 24.19 -20.89 0.052
H 14.49 25.89 -20.72 0.079
H 15.97 25.01 -21.26 0.083
C 19.80 18.50 -18.85 -0.073
C 18.73 17.47 -19.14 -0.267
O 17.51 18.11 -19.52 -0.170
P 16.15 17.29 -19.68 0.431
O 15.05 18.17 -20.09 -0.274
O 16.44 16.04 -20.63 -0.162
C 16.03 16.07 -22.00 -0.263
C 15.15 14.89 -22.30 -0.073
O 16.03 16.60 -18.24 -0.170
C 14.73 16.17 -17.83 -0.280
C 14.89 14.99 -16.91 -0.067
H 20.66 18.00 -18.41 0.082
H 20.13 19.03 -19.74 0.080
H 19.47 19.26 -18.14 0.076
H 19.10 16.84 -19.95 0.122
H 18.54 16.89 -18.23 0.119
H 15.46 16.97 -22.24 0.103
H 16.95 16.05 -22.59 0.126
H 15.60 13.96 -21.95 0.082
H 14.16 14.93 -21.83 0.080
H 14.91 14.67 -23.35 0.082
H 14.13 16.95 -17.36 0.111
H 14.09 15.89 -18.68 0.113
H 13.97 14.43 -16.71 0.082
H 15.56 14.25 -17.35 0.081
H 15.23 15.25 -15.91 0.077
C 0.57 16.22 -20.61 -0.072
C 1.79 16.73 -19.85 -0.275
O 1.98 15.99 -18.64 -0.176
P 3.09 14.83 -18.55 0.384
O 3.14 14.15 -17.25 -0.220
O 2.73 13.88 -19.77 -0.188
C 3.30 12.57 -19.97 -0.240
C 4.81 12.52 -19.82 -0.076
O 4.40 15.58 -19.07 -0.213
C 5.20 16.38 -18.16 -0.228
C 6.65 16.06 -18.46 -0.071
H 0.63 15.17 -20.88 0.069
H -0.33 16.38 -20.01 0.077
H 0.52 16.81 -21.53 0.078
H 2.66 16.57 -20.49 0.106
H 1.83 17.80 -19.67 0.119
H 2.84 11.93 -19.21 0.117
H 2.92 12.26 -20.93 0.118
H 5.28 13.10 -20.61 0.082
H 5.17 12.98 -18.90 0.063
H 5.18 11.50 -19.88 0.079
H 4.95 17.42 -18.32 0.123
H 5.01 16.05 -17.13 0.115
H 6.99 15.06 -18.21 0.080
H 6.89 16.35 -19.48 0.075
H 7.22 16.84 -17.95 0.067



6.
16
Properties=species:S:1:pos:R:3:nbo_charge:R:1 method="wB97M-V/def2-TZVPD" smiles=ClC(Cl)(Cl)Cl.ClC(Cl)(Cl)Cl.CO gap_ev=10.260 e_homo_ev=-10.44 lumo_energy_ev=-0.2
Cl -2.50 0.55 3.12 0.052
C -1.47 -0.91 3.19 -0.193
Cl 0.11 -0.45 3.91 0.047
Cl -2.20 -2.22 4.22 0.045
Cl -1.31 -1.51 1.51 0.047
Cl 2.63 1.08 -1.35 0.040
C 1.73 2.52 -0.78 -0.188
Cl 0.42 2.96 -1.99 0.050
Cl 0.91 2.15 0.78 0.050
Cl 2.89 3.87 -0.51 0.053
C -0.34 -1.66 -1.92 -0.254
O -0.30 -0.34 -2.51 -0.727
H -0.03 -1.67 -0.87 0.162
H -1.37 -2.00 -1.92 0.183
H 0.25 -2.39 -2.47 0.166
H 0.57 0.03 -2.40 0.466



Repeat the fourth record exactly.
21
Properties=species:S:1:pos:R:3:nbo_charge:R:1 method="wB97M-V/def2-TZVPD" gap_ev="5.529 / 8.486" e_homo_ev="-8.36 / -9.55" lumo_energy_ev="-2.8 / -1.1" de_lowest_kcal_mol=117.5
C 1.99 -0.96 0.75 -0.274
C 1.80 0.37 0.33 -0.131
C -2.14 0.03 1.21 0.341
C -1.47 -1.07 -0.88 0.319
C -0.83 2.36 -0.15 0.534
C 1.78 -2.14 0.03 -0.312
C 0.98 0.86 -0.80 -0.302
C -1.31 -0.05 0.03 0.052
N -0.48 1.07 -0.26 -0.394
O -2.85 -0.92 1.49 -0.476
O -1.02 -1.25 -1.99 -0.509
O -0.09 3.31 -0.20 -0.561
H 2.25 -0.93 1.76 0.212
H 2.11 1.14 1.04 0.202
H -2.17 1.07 1.63 0.132
H -2.20 -1.89 -0.46 0.148
H -1.97 2.30 -0.14 0.112
H 1.52 -2.20 -0.98 0.198
H 2.06 -3.16 0.47 0.204
H 1.26 1.86 -1.13 0.255
H 0.79 0.19 -1.73 0.252